Record 1
Computed, not measured: a molecular structure, C34H86CrN7O13 in a non-equilibrium geometry, with wB97M-V/def2-TZVPD.

2S+1 = 4
Electronic energy = -3752.86494 Eh
⟨S²⟩ = 3.78

Each line ends with the Löwdin charge.
Cartesian coordinates (Å):
Cr 0.8480 -3.2512 -1.0798  1.10
C 1.0662 0.6845 -0.2838  0.05
C 0.9084 -0.7903 -0.5598  -0.59
O 0.0390 -1.3016 -1.2988  -0.05
O 1.8149 -1.6245 -0.2034  -0.06
H 0.0560 1.0806 -0.1682  0.07
H 1.5835 1.2035 -1.0868  0.09
H 1.5826 0.8297 0.6629  0.07
C 1.6206 -3.4803 -5.1455  0.02
C 1.3659 -3.4802 -3.6737  -0.65
O 0.3610 -3.9516 -3.1212  -0.05
O 2.1200 -2.9264 -2.7937  -0.08
H 2.4125 -4.1967 -5.3648  0.09
H 1.9659 -2.5009 -5.4776  0.09
H 0.7276 -3.6961 -5.7264  0.08
C -2.3086 -4.4390 1.2774  0.02
C -1.1779 -3.9169 0.4138  -0.68
O -1.2592 -3.9437 -0.8304  -0.05
O -0.0961 -3.4575 0.8933  -0.07
H -1.8773 -5.3456 1.7226  0.08
H -3.1663 -4.8150 0.7298  0.08
H -2.4963 -3.8240 2.1549  0.08
C -1.9541 7.4167 1.5962  -0.06
C -0.6830 6.5821 1.4376  -0.44
C -0.9285 5.2390 0.7611  -0.22
O -1.5854 5.3956 -0.4960  -0.17
C -1.7066 4.1112 -1.0894  -0.11
N 0.3966 7.2593 0.7090  0.04
H -1.6242 8.3395 2.0743  0.07
H -2.6799 6.9378 2.2584  0.08
H -2.5029 7.5373 0.6627  0.08
H -0.3379 6.3111 2.4399  0.13
H -1.6554 4.6796 1.3643  0.12
H -0.0106 4.6448 0.7736  0.11
H -0.7810 3.6356 -1.4168  0.09
H -2.2452 4.1996 -2.0389  0.08
H -2.3995 3.4401 -0.5745  0.07
H 0.0112 7.3292 -0.2348  0.07
H 0.4628 8.2481 0.9375  0.07
C -0.7429 2.0930 -4.8758  -0.06
C -1.1723 1.1472 -5.9664  -0.42
C -2.5072 0.3946 -5.6542  -0.18
O -2.4517 -0.4063 -4.4952  -0.23
C -1.4999 -1.4576 -4.5131  -0.09
N -1.4197 1.9604 -7.1893  0.02
H -0.3194 1.5256 -4.0400  0.07
H -1.5805 2.6029 -4.3991  0.08
H 0.0206 2.8077 -5.1841  0.08
H -0.4398 0.3884 -6.2608  0.13
H -2.7898 -0.1449 -6.5663  0.12
H -3.3359 1.0665 -5.4234  0.13
H -0.4894 -1.2835 -4.1357  0.09
H -1.5309 -2.0620 -5.4225  0.10
H -1.8173 -2.2018 -3.7739  0.09
H -1.7127 1.3109 -7.9120  0.06
H -0.4974 2.3250 -7.3999  0.06
C 4.7075 -0.8109 4.9945  -0.05
C 4.1041 -0.3322 3.6673  -0.45
C 2.5950 -0.1164 3.6881  -0.21
O 1.9548 -1.3529 3.9248  -0.18
C 0.5362 -1.2409 3.9559  -0.09
N 4.7144 0.9448 3.3230  0.04
H 4.1053 -1.7065 5.1753  0.07
H 4.4999 -0.0524 5.7455  0.08
H 5.7331 -1.1491 4.8681  0.07
H 4.2771 -1.0819 2.8831  0.13
H 2.2710 0.3858 2.7705  0.11
H 2.4048 0.6157 4.4841  0.13
H 0.0787 -1.0934 2.9755  0.08
H 0.2051 -0.4291 4.6114  0.08
H 0.2366 -2.1672 4.4446  0.09
H 5.7193 0.9818 3.3885  0.07
H 4.3793 1.3384 2.4538  0.03
C 3.9106 -6.3362 -0.3370  -0.05
C 2.6021 -5.7835 -0.8880  -0.35
C 1.4130 -6.6264 -0.4626  -0.14
O 0.4583 -6.2745 -1.5003  -0.23
C -0.5883 -7.2122 -1.6447  -0.10
N 2.4533 -4.3950 -0.2871  0.02
H 4.7130 -5.7498 -0.7936  0.09
H 4.0355 -7.3374 -0.7553  0.09
H 4.0340 -6.3252 0.7442  0.09
H 2.6937 -5.6616 -1.9626  0.15
H 1.0419 -6.4356 0.5461  0.14
H 1.5406 -7.6947 -0.6498  0.12
H -1.0069 -7.1486 -2.6497  0.10
H -1.3454 -7.1193 -0.8666  0.09
H -0.2495 -8.2564 -1.6942  0.08
H 2.4776 -4.4527 0.7328  0.12
H 3.4000 -4.0261 -0.3875  0.11
C 5.5356 3.3736 -1.6832  -0.07
C 5.2365 3.4026 -0.1685  -0.44
C 3.8315 2.7753 -0.0038  -0.22
O 3.2661 2.9180 1.2831  -0.23
C 2.9938 4.2363 1.7279  -0.08
N 6.2435 2.6470 0.5526  0.05
H 4.7489 3.8964 -2.2280  0.07
H 5.6057 2.3624 -2.0888  0.08
H 6.5024 3.8486 -1.8478  0.07
H 5.1189 4.4397 0.1435  0.13
H 3.9195 1.7108 -0.2263  0.12
H 3.1501 3.2901 -0.6938  0.12
H 2.3443 4.7425 1.0099  0.08
H 3.9349 4.7884 1.8153  0.08
H 2.5981 4.2977 2.7393  0.09
H 6.1583 2.9191 1.5265  0.07
H 6.0395 1.6575 0.4758  0.07
C -4.5630 1.0000 -2.0199  -0.04
C -3.4009 0.4789 -1.1554  -0.40
C -3.7634 -0.8547 -0.4295  -0.20
O -4.8960 -0.7364 0.3832  -0.18
C -5.3354 -1.9814 0.8815  -0.11
N -2.1920 0.4448 -1.9804  0.08
H -4.3867 2.0773 -2.0958  0.07
H -5.5501 0.9140 -1.5685  0.07
H -4.5702 0.6110 -3.0376  0.07
H -3.0926 1.2102 -0.4036  0.09
H -2.8965 -1.2021 0.1500  0.12
H -3.9394 -1.5814 -1.2337  0.13
H -4.5718 -2.2890 1.6055  0.07
H -5.4895 -2.8096 0.1842  0.09
H -6.2738 -1.8646 1.4224  0.08
H -2.4339 0.2279 -2.9600  0.03
H -1.4102 -0.0808 -1.6199  0.02
C -4.0635 -1.0338 5.3926  -0.08
C -3.3148 0.3098 5.2395  -0.41
C -2.9948 0.4963 3.7468  -0.23
O -1.9672 1.3961 3.4611  -0.18
C -1.7213 1.6505 2.0992  -0.10
N -4.2786 1.3283 5.7003  0.03
H -4.2840 -1.2249 6.4410  0.08
H -3.4160 -1.8426 5.0464  0.07
H -4.9750 -1.0443 4.7916  0.08
H -2.4300 0.1273 5.8499  0.14
H -3.9361 0.8080 3.2739  0.13
H -2.7562 -0.4703 3.2773  0.12
H -1.3573 0.7050 1.6816  0.08
H -0.9803 2.4267 1.9149  0.08
H -2.6267 1.9840 1.5833  0.08
H -3.9256 2.2294 5.3902  0.07
H -5.1214 1.1566 5.1631  0.06

---

Record 2
Computed, not measured: 9 unconnected molecules or ions with the total composition C34H87N5O9 in a non-equilibrium geometry, with wB97M-V/def2-TZVPD.

SMILES = CC1(C)CCCC(C)(C)N1O.CC1(C)CCCC(C)(C)N1O.COC[C@H](C)N.COC[C@H](C)N.COC[C@H](C)N.CO.CO.CO.CO
Electronic energy = -2298.33627 Eh

Each line ends with the Löwdin charge.
Cartesian coordinates (Å):
C 14.8988 16.4296 9.9880  -0.01
C 15.6178 15.4808 11.0310  -0.50
C 16.3577 16.3404 12.0212  -0.03
C 14.5610 14.6399 11.8046  -0.13
C 13.7634 13.5549 11.0573  -0.15
C 14.7951 12.6210 10.4018  -0.11
C 15.9147 13.3970 9.6375  -0.50
C 17.0532 12.3754 9.5160  -0.04
C 15.4999 13.8438 8.2434  -0.02
N 16.4696 14.4685 10.4620  -0.10
O 17.5110 15.0555 9.6650  -0.03
H 15.5650 17.0156 9.3156  0.09
H 14.1550 15.9591 9.3365  0.05
H 14.3325 17.1599 10.5820  0.06
H 15.6089 16.9366 12.5512  0.07
H 16.7790 15.7066 12.7882  0.08
H 17.0310 17.1179 11.6289  0.10
H 15.0096 14.2168 12.7032  0.09
H 13.8993 15.3534 12.2737  0.09
H 13.1200 13.0530 11.7698  0.09
H 13.1161 14.0632 10.2942  0.12
H 14.2559 12.0151 9.6891  0.07
H 15.2184 12.1012 11.2204  0.10
H 17.7631 12.6794 8.7444  0.08
H 16.6556 11.4266 9.1350  0.08
H 17.5355 12.1849 10.4638  0.08
H 15.2538 12.9508 7.6018  0.09
H 16.2996 14.3720 7.7016  0.09
H 14.6186 14.4855 8.2921  0.06
H 18.2764 14.8078 10.2005  0.11
C 10.8123 16.6308 12.6381  -0.03
C 11.2267 17.9636 13.2196  -0.56
C 12.7228 18.0412 13.3343  -0.03
C 10.7053 19.0817 12.3171  -0.14
C 10.8367 20.4780 12.8519  -0.17
C 10.0855 20.4922 14.2069  -0.13
C 10.6234 19.4357 15.1840  -0.48
C 12.0490 19.8953 15.7527  -0.03
C 9.7677 19.3662 16.4141  -0.06
N 10.5992 18.0860 14.5294  -0.05
O 11.2740 17.0949 15.3526  -0.03
H 11.2013 15.7481 13.2050  0.08
H 9.7166 16.5241 12.6443  0.07
H 11.1531 16.4721 11.5665  0.11
H 13.1363 17.7780 12.3135  0.08
H 13.0270 19.0907 13.4100  0.07
H 13.2484 17.3979 14.0431  0.09
H 11.2457 19.1143 11.3750  0.12
H 9.6422 18.8383 12.1801  0.13
H 11.8259 20.9226 13.0168  0.11
H 10.3505 21.1991 12.1340  0.13
H 8.9941 20.2753 14.1763  0.13
H 10.2468 21.4483 14.6633  0.11
H 12.7689 20.1327 15.0023  0.04
H 12.5482 19.2134 16.4821  0.09
H 12.0349 20.8909 16.2169  0.08
H 9.6258 20.4015 16.8271  0.11
H 10.1686 18.7845 17.2263  0.08
H 8.8043 18.9036 16.2290  0.07
H 10.5100 16.6095 15.6518  0.06
C 6.8162 17.5009 13.9528  -0.08
O 6.3137 16.2834 14.5621  -0.19
C 7.1915 15.2238 14.2593  -0.22
C 8.3715 15.2208 15.2041  -0.47
C 9.4346 14.2419 14.8367  -0.07
N 7.9313 14.9742 16.5797  0.06
H 6.1804 18.2482 14.3494  0.07
H 6.7241 17.5145 12.8173  0.11
H 7.8905 17.6330 14.1772  0.06
H 6.6461 14.2740 14.3784  0.14
H 7.4774 15.3717 13.1889  0.13
H 8.7495 16.2510 15.2264  0.10
H 9.6423 14.3341 13.7568  0.08
H 8.9534 13.2539 14.9309  0.09
H 10.3271 14.3330 15.4198  0.05
H 7.6549 14.0119 16.6834  0.07
H 7.2271 15.6366 16.7992  0.06
C 17.2478 12.6908 14.2954  -0.08
O 17.4143 11.2922 14.6622  -0.18
C 16.1631 10.7703 15.0468  -0.23
C 16.3553 9.2980 15.3410  -0.43
C 16.5616 8.5043 14.0691  -0.06
N 15.2482 8.7632 16.1380  0.03
H 18.1989 13.1821 14.1370  0.08
H 16.7831 13.2783 15.1040  0.08
H 16.5098 12.8274 13.4750  0.07
H 15.7547 11.3017 15.9812  0.15
H 15.4276 11.0008 14.2690  0.10
H 17.2837 9.2054 15.9170  0.14
H 15.7019 8.3549 13.3923  0.08
H 16.9301 7.5045 14.2942  0.07
H 17.3173 9.0085 13.4324  0.09
H 15.4816 8.9994 17.0960  0.09
H 15.3215 7.7147 16.1687  0.11
C 14.5880 10.3924 6.2329  -0.14
O 14.0648 10.3767 7.5250  -0.20
C 12.6218 10.3814 7.5021  -0.20
C 12.1259 10.7792 8.8796  -0.43
C 12.6947 9.7810 9.8800  -0.04
N 10.6526 10.7997 8.7789  0.04
H 15.6655 10.5517 6.3462  0.09
H 14.1971 11.2301 5.6642  0.08
H 14.2982 9.5051 5.6486  0.09
H 12.2727 11.0754 6.7348  0.12
H 12.2382 9.4008 7.2462  0.13
H 12.5182 11.7732 9.1417  0.11
H 12.1359 9.7612 10.8201  0.08
H 13.7173 9.9830 10.1386  0.06
H 12.6726 8.7867 9.4629  0.08
H 10.3699 11.4642 8.0602  0.07
H 10.3170 11.1148 9.6822  0.07
C 11.2783 10.9485 17.5736  -0.18
O 12.4975 11.4911 18.0175  -0.15
H 11.0210 11.2119 16.5365  0.06
H 11.3316 9.8239 17.6541  0.09
H 10.4616 11.2649 18.2427  0.07
H 12.5291 12.4116 17.6373  0.06
C 12.9231 12.5135 14.7147  -0.14
O 13.3216 11.6133 13.6992  -0.16
H 13.2876 12.1114 15.6634  0.06
H 13.4564 13.4509 14.5326  0.07
H 11.8432 12.6885 14.8030  0.07
H 13.0520 10.7069 13.9396  0.03
C 12.3379 8.0115 13.9638  -0.15
O 12.8948 9.1203 14.5937  -0.15
H 12.5863 7.1391 14.5750  0.08
H 11.2732 8.1075 13.9599  0.07
H 12.6812 7.7654 12.9602  0.07
H 13.6798 8.8974 15.1437  0.04
C 13.7778 15.4005 16.9073  -0.11
O 12.5234 14.7157 17.1184  -0.15
H 14.1548 15.1020 15.9483  0.06
H 13.6979 16.4911 17.0990  0.08
H 14.4336 14.9814 17.6734  0.08
H 12.1670 14.8662 18.0003  0.09

---

Record 3
Computed, not measured: 8 unconnected molecules or ions with the total composition C34H89ClN7O14 in a non-equilibrium geometry, with wB97M-V/def2-TZVPD.

Electronic energy = -3245.25305 Eh
Net charge = -1

Each line ends with the Löwdin charge.
Cartesian coordinates (Å):
Cl -7.2168 17.7666 14.6732  0.62
O -6.0669 16.9449 14.4057  -0.36
O -6.7128 19.0520 15.1040  -0.38
O -7.9430 17.8931 13.4469  -0.36
O -8.0318 17.2241 15.7458  -0.37
C -2.0391 17.4816 13.7403  -0.12
O -1.9436 18.6289 12.9435  -0.17
C -1.1394 18.4745 11.8058  -0.25
C -1.1260 19.7979 11.0639  -0.22
N -2.4590 20.2607 10.6704  -0.03
C -2.4420 21.6581 10.2672  -0.22
C -2.0805 22.6578 11.3665  -0.24
O -2.7137 22.2625 12.5746  -0.16
C -2.4101 23.2091 13.5730  -0.13
H -1.0906 17.0859 14.1402  0.08
H -2.4506 16.6791 13.1143  0.09
H -2.6544 17.6777 14.6146  0.07
H -1.4881 17.6450 11.1776  0.12
H -0.0891 18.3022 12.0827  0.12
H -0.4455 19.5911 10.2156  0.11
H -0.5629 20.5304 11.6419  0.11
H -2.6423 19.7746 9.7962  0.11
H -3.4551 21.9286 9.9511  0.11
H -1.7913 21.8101 9.3904  0.11
H -2.2345 23.6769 11.0000  0.12
H -0.9998 22.5709 11.5470  0.10
H -1.3608 23.3008 13.8908  0.09
H -2.8955 22.8880 14.4987  0.06
H -2.7612 24.2044 13.2784  0.09
C -5.7468 25.9632 17.2902  -0.14
O -5.5259 24.6381 17.6695  -0.20
C -5.8488 23.6999 16.6583  -0.23
C -5.3115 22.3119 16.9261  -0.23
N -3.8746 22.1411 16.7377  -0.05
C -3.0714 23.0058 17.5997  -0.20
C -1.6033 22.5919 17.4896  -0.21
O -0.6839 23.6428 17.8025  -0.20
C -0.5297 23.7963 19.2072  -0.12
H -6.7957 26.2303 17.1350  0.09
H -5.1299 26.2688 16.4357  0.09
H -5.3610 26.5916 18.0979  0.08
H -5.4389 24.0210 15.6910  0.11
H -6.9333 23.6442 16.5070  0.12
H -5.8076 21.5666 16.2975  0.10
H -5.6835 21.9874 17.9175  0.11
H -3.7094 21.1666 17.0100  0.07
H -3.4098 22.9183 18.6412  0.12
H -3.1429 24.0305 17.2404  0.12
H -1.3456 22.2705 16.4783  0.12
H -1.3453 21.7204 18.1042  0.10
H -0.3877 22.8395 19.7121  0.08
H -1.3558 24.3863 19.6128  0.08
H 0.3697 24.4048 19.3232  0.08
C -9.8841 16.7839 18.3225  -0.09
O -11.0805 16.8401 19.0764  -0.19
C -11.4458 18.1248 19.4849  -0.25
C -12.5334 18.0723 20.5633  -0.19
N -13.7730 17.4955 20.0663  -0.07
C -14.6323 18.3349 19.2564  -0.21
C -15.9728 17.6407 19.0114  -0.23
O -16.9003 18.6510 18.6813  -0.21
C -18.2407 18.2053 18.5806  -0.11
H -9.0252 17.2247 18.8377  0.09
H -10.0857 17.3975 17.4361  0.07
H -9.6779 15.7699 17.9948  0.09
H -11.7597 18.7818 18.6643  0.10
H -10.5788 18.6512 19.9125  0.10
H -12.6721 19.1151 20.8526  0.12
H -12.1597 17.4505 21.3764  0.11
H -13.5328 16.6784 19.5132  0.11
H -14.2257 18.5977 18.2682  0.12
H -14.8004 19.2890 19.7591  0.12
H -16.2880 17.1661 19.9488  0.12
H -15.9166 16.8985 18.2056  0.13
H -18.4943 17.5632 19.4287  0.08
H -18.3123 17.6440 17.6429  0.09
H -18.8990 19.0686 18.5441  0.08
C -12.4022 11.6332 13.9095  -0.08
C -10.8817 11.6365 13.6294  -0.44
C -10.2645 12.9383 14.1284  -0.22
O -10.7402 14.0513 13.3926  -0.20
C -9.9169 15.2067 13.5267  -0.10
N -10.3449 10.4857 14.3508  0.02
H -12.8691 12.4939 13.4254  0.07
H -12.6114 11.6669 14.9788  0.07
H -12.8925 10.7298 13.5387  0.06
H -10.7751 11.6008 12.5401  0.13
H -9.1751 12.8641 13.9959  0.12
H -10.4186 13.1513 15.1910  0.13
H -10.6009 16.0216 13.2935  0.09
H -9.1084 15.1499 12.7947  0.09
H -9.4797 15.4211 14.5049  0.07
H -10.4715 9.6808 13.7449  0.07
H -9.3366 10.5785 14.4614  0.07
C -7.3652 19.0099 10.2208  -0.08
C -6.1629 19.6657 10.9082  -0.43
C -6.6074 20.8405 11.7876  -0.21
O -5.4715 21.4781 12.3131  -0.16
C -5.8716 22.5049 13.1890  -0.11
N -5.4107 18.6692 11.6791  0.07
H -7.0033 18.0601 9.8190  0.07
H -7.7478 19.5513 9.3488  0.07
H -8.1791 18.8116 10.9203  0.07
H -5.5218 19.9889 10.0813  0.12
H -7.2868 20.3918 12.5263  0.12
H -7.1652 21.5754 11.1855  0.12
H -6.6263 23.1839 12.7704  0.09
H -4.9882 23.0541 13.5033  0.06
H -6.3413 22.1091 14.0973  0.07
H -6.1355 18.1977 12.2304  0.03
H -5.0936 17.9225 11.0676  0.07
C -2.7947 18.5175 19.0673  -0.05
C -3.5840 18.2316 17.7877  -0.42
C -4.3893 16.9227 17.9415  -0.18
O -3.5651 15.7747 18.0572  -0.19
C -2.8223 15.4452 16.9018  -0.11
N -4.5039 19.3224 17.4840  0.06
H -2.1510 17.6777 19.3280  0.08
H -3.4705 18.6936 19.9095  0.08
H -2.1708 19.4077 18.9649  0.06
H -2.8703 18.1888 16.9612  0.12
H -5.1037 16.8161 17.1165  0.11
H -4.9718 16.9337 18.8651  0.13
H -2.0638 16.2083 16.7169  0.07
H -3.4747 15.3068 16.0344  0.09
H -2.3298 14.4866 17.0611  0.08
H -5.2005 18.9702 16.8350  0.06
H -4.9665 19.5664 18.3562  0.08
C -11.2720 20.4322 16.3404  -0.06
C -10.0301 21.2971 16.5932  -0.43
C -9.3379 21.0773 17.9326  -0.18
O -10.2694 21.4533 18.9504  -0.20
C -9.6617 21.5358 20.2141  -0.13
N -9.0532 21.1290 15.5206  0.06
H -12.0350 20.4154 17.1221  0.06
H -10.9549 19.4022 16.1467  0.07
H -11.8012 20.7430 15.4359  0.07
H -10.3654 22.3397 16.5880  0.13
H -8.4348 21.6791 18.0724  0.11
H -9.0498 20.0239 18.0631  0.13
H -10.4144 21.9891 20.8666  0.09
H -8.7623 22.1553 20.2642  0.09
H -9.4943 20.5357 20.6333  0.07
H -9.5306 21.0847 14.6264  0.07
H -8.6731 20.1910 15.6504  0.04

---

Which value of electronic energy does entry 3 give?
-3245.25305 Eh

---

The lowest electronic energy belongs to which entry?
C34H86CrN7O13

---

Look up the electronic energy of the second one.
-2298.33627 Eh

---

Which value of electronic energy does entry 3 give?
-3245.25305 Eh